This record from the Open Molecules 2025 dataset describes an isolated molecule of C4H3PS in a non-equilibrium geometry. The level of theory is ωB97M-V/def2-TZVPD.

Last column: Mulliken charge in e.
Cartesian coordinates (Å):
C: 1.539 -1.595 0.126  0.1679
C: 1.815 -0.367 -0.131  0.1232
C: -1.189 0.528 -0.415  -0.5357
C: -0.548 -0.025 0.676  -0.6294
P: -0.103 -1.824 0.511  -0.0734
S: 1.779 1.182 -0.467  -0.2261
H: -1.443 1.569 -0.434  0.3128
H: -1.495 -0.005 -1.339  0.2407
H: -0.354 0.536 1.473  0.6200

Output
Energy relative to the best compared isomer or geometry (same formula, charge and spin) = 0.0 kJ/mol
E_tot = -893.54021 a.u.
Gap between HOMO and LUMO (alpha / beta) = 0.278 / 0.234 Eh
⟨S²⟩ = 2.03
Spin multiplicity = 3